[1]
Below is 6 unconnected molecules or ions with the total composition C10H30BN11O10S in a non-equilibrium geometry, with properties calculated with wB97M-V/def2-TZVPD.

```
63
Properties=species:S:1:pos:R:3:forces:R:3
H 4.096 4.699 2.065 -0.028 0.032 0.028
C 0.439 2.818 -1.545 -2.543 2.069 -2.209
H 1.228 6.484 1.052 0.065 -0.030 0.042
H -1.643 -3.934 1.035 -0.099 0.055 -0.111
H -4.032 -6.870 5.102 0.045 0.021 -0.039
H -0.342 0.922 -2.123 -0.145 0.549 -1.029
H 0.155 -2.806 0.063 0.006 0.014 0.074
N -3.125 -6.053 2.889 0.065 0.187 -0.320
H -2.501 -7.335 5.759 -0.042 0.045 -0.075
C -2.250 3.882 1.339 0.082 -0.134 0.462
H 2.138 3.859 -1.953 0.918 -0.436 0.234
H -1.543 -7.139 -2.690 -0.006 0.050 0.032
H -4.121 -5.956 2.948 0.043 -0.029 -0.001
H -4.010 3.801 2.465 0.083 -0.047 -0.016
S 1.022 0.051 -4.427 0.322 0.320 -0.074
H 0.158 3.830 -1.956 -0.064 -0.696 1.118
N 2.088 6.012 1.273 -0.270 0.146 -0.370
O 3.553 1.894 -3.325 0.244 2.242 2.225
B 4.639 2.549 -2.708 1.479 -0.293 -0.749
N -0.177 -1.956 0.480 0.068 0.394 -0.058
N 1.964 2.905 -1.640 -0.873 -2.169 1.709
O -1.764 3.902 0.212 0.016 0.049 -0.187
H 5.295 2.927 -4.463 0.283 0.356 0.318
O -1.143 -6.676 3.790 -0.055 -0.048 0.039
O -1.678 -0.833 1.757 -0.052 0.008 -0.022
O 5.565 3.169 -3.559 -1.351 -0.897 0.491
H -2.770 -3.049 2.004 0.088 -0.025 -0.046
O 1.617 -0.010 -0.926 0.268 2.623 -1.440
O 4.895 2.604 -1.336 -0.766 -0.241 -0.742
C -2.259 -5.650 -1.409 0.063 -0.049 -0.139
O 3.362 -0.471 -2.154 0.707 1.468 -1.180
N -1.942 -3.064 1.437 -0.239 -0.007 0.246
C -1.290 -1.881 1.258 0.111 -0.087 0.037
H 0.336 -1.102 0.321 0.150 -0.142 -0.212
H 3.298 3.948 3.405 0.004 0.050 -0.067
N -3.038 -6.951 5.002 -0.038 -0.193 0.419
H -1.862 3.908 3.387 0.012 -0.031 -0.045
H -2.654 -5.758 2.048 -0.190 -0.136 -0.050
C 2.417 1.752 -2.472 -1.053 -2.055 -4.744
H 0.632 -0.792 -3.408 0.355 0.978 -0.302
H 2.240 2.626 -0.688 0.518 1.073 -0.080
O 1.084 5.005 3.039 0.209 0.006 -0.112
C -2.353 -6.567 3.886 0.121 0.078 -0.110
H -4.186 3.786 0.745 0.044 -0.033 0.091
C 1.215 1.667 -3.539 -1.610 -0.981 1.253
C -0.116 1.860 -2.684 2.471 -0.194 1.143
H -1.698 -4.876 -3.268 0.001 -0.027 0.051
H 2.895 6.173 0.699 0.027 0.035 0.114
N -3.592 3.819 1.554 -0.393 0.100 -0.343
H -0.489 3.971 2.333 -0.142 0.181 0.301
H -2.042 -7.643 -1.112 0.037 0.063 -0.053
H -2.311 -3.748 -2.106 0.033 -0.070 -0.012
N -2.066 -4.692 -2.354 -0.062 0.402 -0.020
N -1.489 3.923 2.457 0.181 -0.083 -0.269
H -0.917 2.256 -3.345 0.438 -0.174 0.981
C 2.081 5.182 2.355 0.076 -0.017 0.139
H 4.528 1.839 -0.860 0.237 0.189 -0.239
O -2.708 -5.396 -0.300 0.033 -0.079 0.166
N 3.266 4.567 2.614 0.142 -0.270 0.151
C 2.493 0.328 -1.823 -0.895 -2.742 3.766
H 1.323 2.495 -4.292 0.081 -0.952 0.542
H 0.005 2.704 -0.524 0.820 -0.059 -0.843
N -1.913 -6.910 -1.787 -0.033 -0.357 0.138
```
Forces are in eV/Å.

Properties
lowest unoccupied orbital energy	-0.43	eV
DFT total energy	-2177.090904	a.u.
structure (SMILES)	O=C([O-])[C@]1(OB(O)O)[NH2+]CC[C@@H]1S.NC(N)=O.NC(N)=O.NC(N)=O.NC(N)=O.NC(N)=O
HOMO	-8.594	eV
Kohn-Sham gap	8.16	eV

natural (NBO) atomic charge list, values in e, 4 entries:
1. H 0.393
2. C -0.234
3. H 0.416
4. H 0.400


[2]
Below is a molecular structure, C10H30BrFeO5 in a non-equilibrium geometry, with properties calculated with wB97M-V/def2-TZVPD.

```
47
Properties=species:S:1:pos:R:3:forces:R:3
O 1.033 4.645 0.401 2.469 -3.657 -2.404
C 2.174 -0.501 -4.563 1.444 -0.232 -0.486
O 0.726 -0.212 6.120 0.276 0.817 -0.091
H 1.175 -0.072 -4.632 0.337 0.427 -0.172
H 2.693 -7.508 -0.201 0.059 0.340 0.130
C 1.192 -5.952 0.301 -0.820 -2.300 -0.470
H -0.900 0.110 7.246 -0.378 -0.196 0.096
H 2.483 -0.969 -5.497 -0.510 -0.231 -0.205
H -1.563 5.711 2.026 0.219 -0.158 0.898
H 3.601 1.188 -4.982 -0.509 -0.030 -0.160
H -1.630 -1.402 4.715 0.013 0.084 -0.114
H 0.117 6.350 0.204 -0.055 0.594 0.355
C -0.705 -0.101 6.195 -1.114 -1.759 0.364
H 0.877 -0.204 7.068 1.034 -0.078 -0.146
H 1.616 -4.163 0.356 0.426 0.426 -0.012
H 0.720 -5.899 -0.680 -0.274 0.108 -0.157
C 3.333 0.459 -4.216 -1.052 -0.049 0.876
H -4.450 0.675 -3.806 0.029 -0.069 -0.105
H -1.237 0.702 5.684 0.921 0.283 -0.570
H -2.274 -1.549 6.319 0.069 -0.442 0.057
H 0.426 -5.862 1.072 -0.307 -0.010 0.053
H 0.630 3.813 0.658 0.281 -0.074 -0.307
H -3.478 3.474 -4.744 -0.468 0.182 0.172
H 1.107 6.020 1.690 -0.925 0.887 0.790
H -3.613 2.175 -5.863 0.052 -0.615 0.282
H 2.122 -1.301 -3.824 0.085 -0.041 0.153
O 2.954 1.218 -3.079 0.190 1.067 0.400
O 2.131 -4.970 0.432 1.128 1.732 0.345
H 2.665 0.667 -2.348 0.072 -0.309 -0.256
C -3.942 1.630 -3.667 1.024 1.141 -0.607
H -4.303 2.132 -2.770 -0.968 0.171 -0.320
C 0.365 5.636 0.990 -2.156 0.558 0.936
H 1.079 -8.074 0.126 -0.128 0.004 -0.186
Br 0.652 -0.247 1.320 0.746 -0.034 0.725
C -0.953 4.980 1.496 -0.495 2.154 0.064
H 4.277 -0.037 -3.989 -0.060 -0.614 -0.144
H 2.006 -7.584 1.468 0.487 0.169 -0.001
Fe 3.689 -0.400 4.255 -1.150 0.065 -0.587
C -4.040 2.559 -4.936 -0.152 -0.924 1.213
H -1.657 4.824 0.678 0.554 -0.503 -0.559
H -0.813 4.047 2.042 0.103 0.183 0.244
H -2.403 0.926 -2.607 -0.271 -0.045 0.005
H -5.108 2.693 -5.108 0.073 0.564 -0.088
C -1.340 -1.451 5.765 -0.421 1.046 -0.374
C 1.819 -7.331 0.425 -0.581 -0.432 0.315
H -0.699 -2.330 5.832 0.028 0.213 0.604
O -2.552 1.487 -3.371 0.676 -0.416 -0.552
```
Forces are in eV/Å.

Properties
net charge	+1
spin multiplicity	5
lowest unoccupied orbital energy (alpha / beta)	-8.99 / -9.19	eV
expectation value of S²	6.458
DFT total energy	-4612.302867	a.u.
HOMO (alpha / beta)	-11.650 / -11.650	eV
Kohn-Sham gap (alpha / beta)	2.66 / 2.46	eV
energy relative to the best compared isomer or geometry (same formula, charge and spin)	133.5	kcal per mole

natural (NBO) atomic charge list, values in e, 4 entries:
1. O -0.712
2. C -0.640
3. O -0.764
4. H 0.225


[3]
Below is a molecular structure, C10H30FO10Y in a non-equilibrium geometry, with properties calculated with wB97M-V/def2-TZVPD.

```
52
Properties=species:S:1:pos:R:3:forces:R:3
C -3.862 5.303 2.366 -0.982 -1.045 0.116
H -3.190 6.118 2.636 0.530 -0.341 -0.132
H -1.223 -5.667 -3.533 1.083 -0.136 -0.247
C 2.804 -1.880 -3.609 -1.869 -0.390 -0.287
H 1.616 -3.835 3.712 -0.540 -0.063 -0.425
C 2.141 -0.799 -4.472 0.325 1.321 -0.512
C -3.719 -5.010 -4.237 -1.017 -1.249 1.091
C -0.041 -3.135 5.014 0.085 -1.325 0.878
H 5.882 5.799 2.175 0.024 -0.257 0.012
C -3.882 4.190 3.405 -0.019 1.387 1.081
H 0.997 -1.628 3.551 0.164 0.691 -0.392
H -4.741 -5.028 -3.857 -0.269 -0.331 -0.615
H 3.758 3.652 -0.161 0.174 -0.228 0.086
H -2.420 -3.700 -4.280 0.479 0.858 0.045
H 3.254 -2.616 -4.276 0.164 -0.064 0.393
H -4.856 5.742 2.449 -0.220 0.104 -0.376
C 4.670 4.243 -0.070 0.197 0.710 -1.672
H 0.459 -3.035 6.913 0.108 -0.220 0.048
O 4.848 4.880 -1.350 -0.123 -0.585 0.742
H 3.983 4.851 1.876 -0.379 -0.582 -0.101
O -0.177 -2.616 6.328 -0.359 0.553 -1.181
C 4.388 5.300 0.969 -0.554 1.082 1.876
H 1.083 -0.657 -6.160 0.325 0.147 0.095
H -3.523 -7.078 -3.581 -0.319 0.154 -0.270
H -0.632 -2.607 4.266 -0.323 0.370 0.530
F -1.186 0.009 0.196 -1.078 0.182 -0.384
O 1.166 -1.246 -5.406 -0.119 -0.762 0.847
O 1.811 -2.601 -2.790 1.061 0.672 -1.028
H -3.600 -5.341 -5.268 -0.332 0.983 -0.463
H 2.086 -3.478 5.310 0.001 0.289 0.238
H 5.561 3.647 0.124 -0.176 -0.185 0.441
H -2.941 3.952 3.901 0.367 -0.207 -0.602
H -4.828 2.575 3.783 -0.058 -0.111 0.017
H 3.511 -1.387 -2.941 0.256 -0.081 -0.175
H -0.396 -4.166 5.024 -0.118 -0.376 -0.132
O -3.288 -3.713 -3.869 0.778 -0.457 -0.796
C 1.405 -3.144 4.528 0.476 0.006 0.696
O 5.415 6.143 1.410 0.920 0.223 -0.646
H 5.761 5.176 -1.362 0.192 0.261 -0.259
H 1.241 -1.921 -2.423 -0.151 0.086 0.232
H -3.803 5.594 0.535 0.144 -0.137 -0.747
C -2.995 -6.129 -3.491 -0.701 -0.560 0.151
H 2.850 -0.165 -5.005 0.903 -0.660 -0.254
O 1.678 -1.816 4.200 0.506 0.091 -0.311
Y -4.984 0.890 -1.058 1.291 0.040 0.710
H 1.780 0.017 -3.845 -0.958 -0.257 0.730
H 3.656 6.024 0.609 -0.270 -0.453 -0.467
H -4.472 4.680 4.179 0.051 -0.026 0.500
O -4.593 3.056 2.986 -0.195 -0.650 -0.752
O -3.697 4.780 1.031 0.210 0.697 0.526
O -1.696 -6.367 -3.990 -0.307 0.919 0.796
H -3.060 -5.855 -2.438 0.622 -0.090 0.351
```
Forces are in eV/Å.

Properties
net charge	+2
lowest unoccupied orbital energy	-11.95	eV
DFT total energy	-1288.440095	a.u.
HOMO	-13.398	eV
Kohn-Sham gap	1.44	eV
energy relative to the best compared isomer or geometry (same formula, charge and spin)	99.8	kcal per mole

natural (NBO) atomic charge list, values in e, 4 entries:
1. C -0.093
2. H 0.196
3. H 0.463
4. C -0.092